Entry from the OMol25 dataset: a structure of composition C55H34GeN11SeSn at a distorted geometry (ωB97M-V with the def2-TZVPD basis set).

Geometry as XYZ:
```
103
Properties=species:S:1:pos:R:3:forces:R:3:mulliken_charge:R:1
Sn 0.4192 0.2543 -0.6674 -0.23 0.47 0.15 0.3177
C -2.8226 -5.2787 -2.7479 -0.04 0.04 0.02 -0.7557
C -1.6550 -5.9236 -2.3596 0.06 0.05 0.07 -0.7270
C -0.6324 -5.2366 -1.7105 0.03 0.20 0.11 -0.1377
C -0.8132 -3.8840 -1.4835 -0.73 -0.17 -0.37 0.0817
C 0.0460 -2.8645 -0.9150 -0.12 0.22 -0.20 -0.3188
N -0.5716 -1.6592 -1.0510 0.54 0.95 0.49 0.7239
C -1.8209 -1.8265 -1.5632 0.02 0.16 0.04 -0.4991
N -2.7474 -0.9124 -1.7348 -0.35 -0.39 -0.44 -0.5450
C -2.6959 0.3146 -1.2734 0.29 0.45 0.26 -0.5508
C -3.8106 1.2450 -1.3117 -0.28 0.71 0.30 0.0935
C -5.0595 1.1877 -1.9068 0.24 -0.11 0.08 -0.2316
C -5.9192 2.2617 -1.7062 0.02 -0.06 -0.01 -0.8256
C -5.5463 3.3506 -0.9262 0.03 0.01 0.05 -0.8324
C -4.2947 3.4158 -0.3257 0.21 -0.15 0.04 -0.1152
C -3.4251 2.3580 -0.5327 -0.72 -0.25 -0.43 0.2037
C -2.0715 2.0988 -0.0882 0.13 -0.13 -0.34 -0.1020
N -1.3522 2.9370 0.6184 -0.25 0.45 0.27 -0.1568
C -0.1777 2.6884 1.1494 0.05 0.03 0.04 -0.5805
N 0.4913 1.5053 1.1519 -0.13 -0.82 -0.28 0.9535
C 1.6726 1.6459 1.8138 -0.34 0.27 -0.31 -0.4678
N 2.6371 0.7621 1.9247 0.53 -0.21 0.26 -0.2988
C 2.6054 -0.4446 1.4078 0.02 0.22 -0.15 -0.3518
N 1.5918 -1.0145 0.7022 -0.84 0.44 -0.81 0.5907
C 1.9634 -2.2491 0.2703 0.03 0.34 0.11 -0.2040
N 1.2335 -3.0904 -0.4175 0.35 -0.70 -0.12 -0.4893
C 3.3375 -2.4861 0.6705 0.70 0.24 0.48 0.1583
C 4.2305 -3.5057 0.3926 -0.21 0.09 -0.03 -0.2877
C 5.5568 -3.3250 0.7734 -0.05 -0.03 0.04 -0.6880
C 5.9613 -2.1880 1.4641 -0.04 -0.02 0.01 -0.7142
C 5.0523 -1.1964 1.8142 -0.19 0.11 0.02 -0.3363
C 3.7442 -1.3404 1.3874 0.30 -0.84 -0.19 0.3102
C 1.7965 3.0213 2.2540 -0.29 0.78 0.09 0.1940
C 2.8289 3.7128 2.8654 -0.15 -0.17 -0.09 -0.2497
C 2.6925 5.0902 2.9954 -0.05 -0.08 0.08 -0.7363
C 1.5497 5.7479 2.5542 0.01 0.00 0.01 -0.8683
C 0.4962 5.0570 1.9697 -0.11 -0.20 -0.02 -0.1473
C 0.6330 3.6879 1.8161 0.68 0.14 0.41 -0.1085
N -1.6729 0.9017 -0.5950 0.56 -0.52 0.09 1.2135
C -1.9963 -3.2281 -1.8846 0.31 -0.83 -0.05 0.2233
C -3.0191 -3.9236 -2.5051 0.14 0.23 0.11 -0.1890
H -3.5908 -5.8396 -3.2572 -0.08 -0.06 -0.01 0.4374
H -1.5432 -6.9764 -2.5679 0.04 -0.08 -0.01 0.4460
H 0.2779 -5.7278 -1.4068 0.09 -0.09 0.03 0.5774
H -5.3439 0.3379 -2.5067 -0.07 -0.09 -0.05 0.6312
H -6.9006 2.2473 -2.1533 -0.09 0.00 -0.06 0.4955
H -6.2478 4.1575 -0.7774 -0.05 0.07 -0.01 0.5178
H -4.0109 4.2553 0.2877 0.05 0.12 0.07 0.6266
H 3.9061 -4.3950 -0.1235 0.01 -0.09 -0.12 0.5897
H 6.2892 -4.0785 0.5269 0.03 -0.08 -0.01 0.4376
H 7.0026 -2.0682 1.7235 0.05 -0.04 0.09 0.4501
H 5.3595 -0.3313 2.3793 0.04 0.15 0.03 0.6283
H 3.7128 3.1967 3.2048 0.12 -0.04 0.02 0.6180
H 3.4866 5.6662 3.4451 0.08 0.03 0.06 0.4873
H 1.4854 6.8195 2.6620 -0.02 0.10 0.04 0.4640
H -0.3894 5.5743 1.6363 -0.13 0.03 -0.05 0.6307
H -3.9269 -3.4251 -2.8014 -0.12 0.07 -0.07 0.6076
C 2.8568 -0.8523 -5.5903 0.06 0.05 0.03 -0.6334
C 1.5312 -0.8018 -5.1867 -0.07 -0.09 -0.05 -1.0047
C 1.1216 0.1649 -4.2913 -0.11 0.21 0.17 0.0529
C 2.0385 1.0917 -3.7996 -0.20 0.86 0.45 0.5939
C 3.3656 1.0462 -4.2127 -0.19 0.28 0.21 -0.3394
C 3.7678 0.0732 -5.1100 0.10 -0.12 -0.09 -0.7141
Ge 1.4312 2.4450 -2.4845 -0.15 -1.04 0.41 -0.1266
C 2.7837 3.2254 -1.2737 -0.66 -0.38 -0.67 0.7991
C 3.7957 2.4095 -0.7733 -0.11 -0.19 -0.15 -0.3799
C 4.8390 2.9592 -0.0527 0.02 -0.04 0.00 -0.7044
C 4.8860 4.3288 0.1552 0.03 0.03 -0.04 -0.7922
C 3.8761 5.1438 -0.3295 -0.02 0.06 -0.02 -0.6614
C 2.8166 4.5960 -1.0333 -0.14 0.00 -0.11 -0.4614
C -0.2625 3.3923 -2.8185 0.98 -0.38 0.10 1.1578
C -0.6859 4.3979 -1.9536 0.13 -0.03 -0.02 0.3451
C -1.7858 5.1714 -2.2775 0.01 0.02 0.10 -0.9830
C -2.4746 4.9351 -3.4579 -0.03 0.04 0.00 -0.7318
C -2.0711 3.9160 -4.3058 -0.06 -0.02 -0.11 -0.8188
C -0.9618 3.1503 -3.9977 0.11 -0.08 -0.02 -0.3798
H 3.1786 -1.6139 -6.2798 0.05 -0.11 -0.15 0.4346
H 0.8183 -1.5107 -5.5768 -0.08 -0.12 -0.04 0.4831
H 0.0838 0.2038 -3.9672 0.02 -0.07 -0.06 0.3595
H 4.0733 1.7767 -3.8382 0.07 -0.04 -0.04 0.4749
H 4.7944 0.0417 -5.4367 0.15 -0.03 -0.05 0.4535
H 3.7767 1.3409 -0.9659 0.04 -0.02 0.01 0.5343
H 5.6248 2.3230 0.3232 0.10 -0.06 0.05 0.4761
H 5.7236 4.7646 0.6783 0.06 0.04 0.09 0.4706
H 3.9240 6.2112 -0.1852 -0.01 0.13 0.07 0.4930
H 2.0317 5.2329 -1.4220 0.07 0.09 -0.01 0.4709
H -0.1559 4.5657 -1.0272 0.03 0.16 0.05 0.0278
H -2.0887 5.9642 -1.6097 -0.08 0.07 0.02 0.4814
H -3.3153 5.5572 -3.7297 -0.07 0.01 0.02 0.4702
H -2.5982 3.7309 -5.2283 -0.10 0.02 -0.09 0.4821
H -0.6271 2.3937 -4.6939 0.02 -0.06 -0.05 0.4898
Se 0.4720 -1.2979 4.8298 -0.31 0.11 -0.11 0.3317
N -1.0696 -0.7108 5.3926 -0.79 0.34 1.07 -0.8265
C -1.8708 -0.5208 4.3597 1.23 -0.43 -0.42 0.6373
C -3.2098 -0.0880 4.3787 -0.65 0.19 -0.22 -0.6769
C -3.8539 0.0120 3.1773 -0.05 0.08 0.81 -1.0630
C -3.1692 -0.2902 1.9803 0.58 -0.22 -0.01 -0.1120
N -1.9264 -0.6792 1.9221 -0.18 -0.13 -1.44 0.1631
C -1.2626 -0.8237 3.0735 0.33 -0.02 1.60 0.3107
N -0.0121 -1.2534 3.1520 0.26 -0.15 -1.07 -0.3553
H -3.6892 0.1388 5.3185 -0.08 0.02 0.06 0.5001
H -4.8849 0.3165 3.1260 -0.17 0.07 0.02 0.4812
H -3.6823 -0.2104 1.0307 -0.19 0.05 -0.03 0.5962
```
Positions in Å, forces in eV/Å.

LUMO energy (alpha / beta)	-0.2563 / -0.2830	hartree
multiplicity	2
⟨S²⟩	0.8066
orbital gap (alpha / beta)	4.78 / 5.48	eV
energy relative to the best compared isomer or geometry (same formula, charge and spin)	115.8	kJ/mol
total charge	+2